# 1
92
Properties=species:S:1:pos:R:3:forces:R:3:mulliken_charge:R:1 method="wB97M-V/def2-TZVPD" total_energy_ha=-5208.9654 lumo_energy_ev=1.7731 homo_lumo_gap_ha=0.3249 total_charge=-1 relative_energy_kcal_mol=0.0
P 10.662370 13.020980 -10.391420 0.0 -0.9 -0.5 1.251
F 10.141460 13.148890 -11.960410 -0.2 -0.4 0.7 -0.390
F 9.257150 13.479870 -9.804810 -0.8 1.8 -0.1 -0.364
F 9.996030 11.543980 -10.250760 1.1 -0.8 -0.7 -0.376
F 11.182620 12.900300 -8.819030 0.6 0.4 -1.4 -0.380
F 12.083370 12.407690 -11.005230 -1.0 0.5 1.1 -0.376
F 11.170290 14.558670 -10.581420 0.4 -0.5 0.9 -0.370
O 6.507910 8.519250 -15.379200 0.0 -0.3 1.4 -0.621
S 6.648900 8.152330 -13.978240 0.5 -0.3 -1.0 1.171
O 5.953780 6.981940 -13.464330 1.2 1.6 -0.5 -0.616
O 8.259850 7.911840 -13.725290 -2.7 0.2 0.7 -0.308
C 9.188770 8.930830 -14.134180 1.4 -1.4 -0.8 -0.352
C 10.299770 8.019640 -14.845010 -1.0 2.1 0.2 -1.135
C 6.262160 9.588280 -12.966870 0.0 -0.2 0.5 -0.842
H 9.560720 9.452560 -13.252390 0.2 -0.3 0.1 0.360
H 8.721770 9.699350 -14.750120 0.0 -0.4 -0.5 0.418
H 11.002760 8.670290 -15.365150 0.3 0.0 0.3 0.368
H 9.839560 7.431960 -15.639330 -0.2 -0.2 0.4 0.297
H 10.784040 7.417450 -14.076280 0.0 0.0 -0.3 0.298
H 6.222520 9.221520 -11.941190 0.2 0.1 0.0 0.315
H 5.290230 10.021080 -13.203790 0.0 -0.5 -0.4 0.341
H 6.985840 10.398270 -13.057990 0.3 -0.3 -0.1 0.307
O 10.453470 5.768050 -1.710660 -0.1 -0.1 -2.1 -0.586
S 9.835180 5.497430 -3.004210 -2.5 -0.5 -0.5 1.102
O 8.363910 5.422520 -3.046420 2.7 0.5 -0.1 -0.607
O 10.302040 6.541480 -4.219540 0.0 -1.0 1.4 -0.290
C 11.389120 7.466420 -3.933090 0.4 0.8 -0.9 -0.190
C 11.887350 8.251480 -5.215730 -0.4 -1.0 1.0 -1.143
C 10.361520 3.878410 -3.695760 0.5 0.7 0.1 -0.870
H 12.294810 6.933920 -3.642800 -0.2 -0.3 0.4 0.292
H 11.067520 8.101890 -3.107960 0.1 0.1 -0.2 0.342
H 12.403970 7.514720 -5.830870 0.0 0.2 -0.1 0.294
H 12.623890 8.954160 -4.826040 0.1 0.0 -0.1 0.332
H 11.195070 8.803010 -5.851870 -0.4 -0.2 0.4 0.366
H 11.449820 3.829230 -3.660020 0.0 -0.1 0.4 0.306
H 10.093060 3.734900 -4.742390 -0.4 0.6 0.1 0.319
H 9.859490 3.107690 -3.110910 0.2 0.2 0.2 0.333
O 11.626610 20.206760 -12.609740 -0.8 -0.7 -0.5 -0.574
S 10.441370 19.575650 -13.136240 -0.5 -0.4 -1.6 1.139
O 9.457300 20.387700 -13.858010 1.1 -1.3 1.5 -0.629
O 10.950150 18.425220 -14.232260 0.4 2.3 1.6 -0.343
C 10.087150 17.424650 -14.703590 -1.1 -1.2 0.2 -0.185
C 10.434930 17.059020 -16.144140 -0.2 0.4 0.6 -1.180
C 9.676800 18.543390 -11.815520 0.3 0.4 -1.1 -0.841
H 9.018930 17.613530 -14.597100 -0.1 0.9 -0.2 0.353
H 10.185330 16.585220 -14.015240 0.5 -0.4 -0.2 0.350
H 9.814110 17.570340 -16.879830 -0.2 0.0 0.2 0.305
H 10.271620 15.983430 -16.211530 0.4 0.0 -0.5 0.327
H 11.451060 17.406890 -16.330000 0.2 -0.6 -0.1 0.297
H 9.101270 19.258870 -11.228200 0.1 -0.3 0.1 0.349
H 10.454230 18.004330 -11.274120 0.1 0.5 0.1 0.307
H 9.053800 17.776650 -12.276040 -0.2 0.4 0.0 0.327
O 4.173160 18.121060 -11.821210 0.5 0.5 0.1 -0.594
S 3.234440 17.225060 -12.395880 -1.8 -1.0 -0.3 1.125
O 3.307590 16.836010 -13.790100 0.1 0.0 1.8 -0.584
O 3.220050 15.872470 -11.462820 -0.1 0.5 -2.5 -0.258
C 3.250110 16.037000 -10.082310 0.4 -0.6 2.0 -0.100
C 3.562680 14.708590 -9.374060 1.3 0.1 -0.6 -1.255
C 1.504770 17.841780 -12.108830 2.0 -1.0 -1.0 -0.946
H 2.290730 16.360500 -9.678510 -0.3 0.3 -0.3 0.239
H 4.018040 16.756610 -9.798490 -0.1 0.1 0.0 0.344
H 3.503700 14.887020 -8.300380 -0.7 -0.4 0.0 0.359
H 4.602760 14.405200 -9.493570 0.3 0.4 -0.3 0.298
H 3.071860 13.824810 -9.781660 -0.8 0.3 0.4 0.340
H 1.451510 18.616700 -12.873530 -0.3 0.4 0.5 0.382
H 1.428270 18.108760 -11.054810 -0.3 0.2 -0.4 0.339
H 0.911210 16.999730 -12.464850 -0.3 0.1 0.5 0.313
O 16.919900 18.732940 -9.767110 -0.2 -1.8 -0.5 -0.595
S 16.845780 17.535240 -10.593060 -0.6 -0.1 -0.5 1.107
O 17.490820 17.574300 -11.882160 -0.3 -0.4 1.0 -0.591
O 17.430980 16.184340 -9.824700 -0.3 2.1 -1.1 -0.322
C 17.085450 16.120550 -8.446690 0.7 -0.6 1.3 -0.313
C 16.565570 14.724530 -8.154690 -1.4 0.1 -0.3 -1.066
C 15.109680 16.932910 -10.881180 1.0 0.7 -0.2 -0.941
H 16.462890 16.962740 -8.144650 -0.6 -0.3 -0.2 0.390
H 17.973570 16.287740 -7.837280 0.4 0.0 -0.3 0.318
H 15.739070 14.517040 -8.834360 -0.1 0.0 -0.2 0.296
H 16.089440 14.658730 -7.176390 0.4 0.0 0.2 0.340
H 17.262200 13.899480 -8.303360 0.3 0.4 0.2 0.299
H 14.471480 16.949580 -9.997700 0.4 -0.3 0.1 0.305
H 15.266040 15.957980 -11.342880 -0.2 -0.1 0.4 0.307
H 14.650550 17.574500 -11.633290 0.2 0.2 0.1 0.468
C 17.525030 15.002320 -16.450530 -0.7 -0.7 0.2 -0.812
S 15.703600 15.134090 -16.572330 -1.3 -0.4 -2.2 0.513
O 15.338030 14.810660 -18.024750 0.6 0.4 1.5 -0.654
C 14.953440 13.737310 -15.621130 0.7 0.7 0.3 -0.816
H 17.765160 15.407210 -15.467420 0.3 -0.3 0.0 0.296
H 17.992390 15.606870 -17.227820 -0.5 0.2 0.0 0.306
H 17.814400 13.968090 -16.636900 0.2 0.0 0.4 0.271
H 15.318540 13.897790 -14.606710 0.1 -0.6 0.1 0.286
H 15.120940 12.753350 -16.059160 0.5 0.2 0.1 0.315
H 13.874270 13.880640 -15.566760 0.1 0.5 -0.4 0.298

***

# 2
66
Properties=species:S:1:pos:R:3:forces:R:3:nbo_charge:R:1 method="wB97M-V/def2-TZVPD" total_energy_ha=-2960.6754 lumo_energy_ev=-4.6037 homo_lumo_gap_ha=0.2987 total_charge=+1
C 0.451121 6.705675 0.234418 0.1 0.1 -0.1 -0.619
C 0.067388 6.423305 -1.234465 -0.3 0.3 0.1 -0.229
C -0.984809 7.429571 -1.747184 0.2 -0.1 -0.1 -0.599
C -0.503574 5.012990 -1.428393 0.0 0.0 -0.3 -0.389
C 0.453496 3.800097 -1.300669 0.3 0.1 0.3 -0.242
C 1.946652 4.156186 -1.310976 -0.2 0.0 0.0 -0.614
C 0.130038 3.058283 -0.003277 0.2 0.3 -0.2 -0.070
O 0.812716 1.807798 0.145680 0.0 -0.2 0.3 -0.545
C 0.386007 0.700023 -0.553046 -0.2 0.0 -0.2 0.281
N -1.126418 0.602965 -0.626135 -0.3 0.0 0.2 -0.644
P -2.250406 1.272590 -1.837050 -0.6 -0.7 -0.4 0.981
S -3.461714 -0.025101 -2.529467 0.1 0.1 0.2 -0.407
C -1.580230 -0.155054 0.325802 0.4 0.0 0.0 0.312
C -0.515261 -0.744331 1.167593 0.2 -0.4 -0.1 -0.169
S -0.646642 0.448479 2.571386 -0.1 -0.2 0.3 0.083
C -0.844430 -2.139771 1.719876 -0.3 0.3 0.2 -0.807
B 0.341624 -2.872800 2.489469 0.1 -0.2 -0.1 1.149
O 0.529249 -4.173430 2.149611 0.2 0.3 0.1 -0.867
O 1.176272 -2.253853 3.407508 -0.4 -0.4 0.1 -0.929
C 0.714939 -0.613637 0.204933 0.3 0.2 -0.2 -0.022
C 2.085627 -0.558267 0.871445 -0.1 -0.1 0.3 -0.635
C 0.636953 -1.773754 -0.851616 -0.2 0.0 0.1 -0.550
C 1.953897 -2.474249 -1.126538 0.0 -0.6 0.2 0.791
O 2.218359 -3.548225 -0.663763 0.0 0.4 -0.1 -0.537
O 2.822968 -1.845567 -1.933415 0.2 0.1 -0.1 -0.650
H 0.216814 5.874029 0.900174 0.0 0.0 0.0 0.188
H -0.085615 7.574302 0.619771 0.0 -0.1 0.0 0.224
H 1.514281 6.933175 0.328649 0.0 -0.1 0.1 0.222
H 0.946770 6.565413 -1.864047 0.0 -0.2 0.1 0.205
H -1.996943 7.071356 -1.549628 0.0 0.1 0.1 0.201
H -0.854691 8.408691 -1.285959 0.0 0.0 0.0 0.219
H -0.891992 7.573971 -2.826336 -0.1 -0.1 0.0 0.215
H -0.986066 4.985495 -2.410996 0.1 -0.1 0.0 0.216
H -1.315355 4.913348 -0.696488 0.0 0.0 -0.1 0.194
H 0.307504 3.124128 -2.148179 -0.2 0.0 -0.1 0.184
H 2.549466 3.252023 -1.394717 0.1 0.0 0.1 0.213
H 2.223705 4.674614 -0.390236 0.0 0.0 -0.1 0.216
H 2.193721 4.805957 -2.148859 0.0 -0.1 0.0 0.227
H -0.944779 2.921042 0.159155 0.0 -0.1 -0.1 0.168
H 0.490381 3.670144 0.826018 0.0 -0.1 0.0 0.218
H 0.757044 0.696110 -1.585701 0.0 0.1 0.0 0.184
H -2.794003 2.343770 -1.119567 0.2 0.2 0.0 -0.005
H -1.323972 1.780503 -2.743032 0.2 0.3 0.2 -0.010
H -2.635973 -0.378862 0.457367 0.0 0.2 -0.1 0.266
H 0.429402 1.193118 2.309715 0.0 0.1 -0.2 0.167
H -1.236771 -2.786459 0.935803 0.0 -0.1 0.0 0.251
H -1.671756 -2.019374 2.431872 0.0 0.0 0.0 0.259
H 1.277972 -4.546807 2.635191 0.0 -0.1 0.0 0.508
H 0.725774 -2.000174 4.221161 0.2 0.3 -0.1 0.515
H 2.365937 -1.543049 1.247311 0.0 0.0 -0.1 0.249
H 2.096751 0.115516 1.726013 0.1 0.0 -0.1 0.235
H 2.852522 -0.248858 0.161420 0.0 0.1 0.0 0.237
H 0.219532 -1.424627 -1.800898 0.0 0.1 0.0 0.224
H -0.012751 -2.573047 -0.511223 0.0 0.0 0.0 0.262
H 2.475466 -1.000763 -2.240313 0.0 0.0 -0.1 0.476
C -0.276359 -7.199340 0.736479 0.0 0.1 0.1 -0.104
C -0.261798 -8.489799 1.531593 0.1 -0.1 -0.1 -0.101
O -1.653639 -8.794453 1.699222 0.0 0.1 0.0 -0.686
S -2.480058 -8.328016 0.413142 0.1 0.0 0.1 2.549
O -2.674132 -9.420290 -0.466101 -0.1 0.0 -0.1 -0.888
O -3.569368 -7.535274 0.854781 -0.1 0.0 0.0 -0.901
O -1.344698 -7.384119 -0.202737 0.1 -0.1 -0.1 -0.693
H -0.506694 -6.336027 1.360670 0.0 0.0 0.0 0.197
H 0.646518 -7.022183 0.190692 -0.1 0.0 -0.1 0.216
H 0.193041 -8.383598 2.512068 -0.1 0.0 0.1 0.211
H 0.220989 -9.301508 0.985020 0.0 0.0 0.0 0.200

***

# 3
15
Properties=species:S:1:pos:R:3:forces:R:3:nbo_charge:R:1 method="wB97M-V/def2-TZVPD" s2=0.7580 spin_multiplicity=2 total_energy_ha=-249.4493 lumo_energy_ev="-11.4595 / -15.3540" homo_lumo_gap_ha="0.3475 / 0.2018" total_charge=+2 relative_energy_kcal_mol=95.2
O -0.359677 1.737648 -0.485469 0.2 0.0 0.9 0.022
C -0.413812 0.827365 0.287226 -0.3 -0.3 -0.6 0.436
C -0.716882 -0.569219 -0.272226 0.3 -0.8 -1.6 -0.294
N -0.498183 -0.653097 -1.806151 -0.5 -0.1 1.7 -0.676
H -0.269476 0.836607 1.396840 0.1 0.5 0.1 0.375
H -0.064973 -1.289256 0.230430 0.0 0.2 0.1 0.326
H -1.760039 -0.844449 -0.111920 -0.2 0.3 0.5 0.327
H -1.107393 -1.401568 -2.165610 0.1 0.0 -0.1 0.488
H -0.809162 0.226136 -2.223712 0.3 -0.1 -0.7 0.468
H 0.473749 -0.905149 -2.020306 0.0 0.3 -0.3 0.483
C 1.670491 -0.694873 2.235440 0.6 0.5 -0.5 -0.891
H 1.281824 -1.585654 1.745257 -0.3 0.0 0.2 0.199
H 2.040656 0.035355 1.496215 0.0 -0.1 0.0 0.197
H 2.569337 -1.026066 2.760477 -0.1 0.1 0.2 0.307
H 1.019763 -0.182787 2.946054 -0.2 -0.4 0.1 0.232